(1)
# C3H8ClN

A 2-piece molecular cluster, C3H8ClN overall (ωB97M-V/def2-TZVPD, OMol25).

Electronic energy (eV): -17252.3003
LUMO energy (eV): 0.57
Spin multiplicity: 1

Cartesian coordinates (Å):
C: -0.9979 1.1091 -0.2604
C: -0.9530 -0.7624 1.2772
C: -0.5195 -0.2374 0.1343
N: 0.2898 -0.8793 -0.8330
Cl: 3.1029 -0.3928 -0.2814
H: -1.0733 1.7260 0.5554
H: -0.4871 1.4855 -1.0762
H: -2.0660 1.0868 -0.5003
H: 1.6114 -0.3791 -0.5013
H: -0.6169 -1.7624 1.4445
H: -1.4678 -0.0926 1.9992
H: 0.1418 -0.8468 -1.8899
H: 0.3991 -1.8510 -0.4851

---

(2)
# C4H15N3O

C4H15N3O as an isolated structure (ωB97M-V/def2-TZVPD, OMol25).

Electronic energy (eV): -10898.6915
LUMO energy (eV): -3.88
Spin multiplicity: 1

Cartesian coordinates (Å):
C: -0.4945 0.3947 -0.5135
N: -1.2574 0.8091 0.6701
C: -2.4756 -0.1157 0.8287
N: -3.1484 -0.3136 -0.5262
C: 0.6003 -0.5942 -0.0918
N: 1.6127 0.1392 0.5958
C: 2.6692 -0.7777 1.0524
H: 0.1069 1.2698 -0.7937
H: -1.0271 0.0914 -1.4213
H: -1.7234 1.6846 0.4016
H: -1.9568 -0.8409 1.4678
H: -3.1260 0.3686 1.5593
H: -4.1410 -0.5498 -0.3903
H: -2.3237 -1.1626 -0.4718
H: -1.1991 -2.0495 -0.6166
H: 1.0209 -1.0444 -1.0080
H: 0.1721 -1.3284 0.6995
H: 3.5604 -0.2221 1.3681
H: 2.3108 -1.2984 1.9369
H: 2.9713 -1.4132 0.2163
H: 2.8086 1.4719 -2.0992
H: 2.1496 0.6887 -0.4448
O: 2.3106 0.7950 -1.6261

---

(3)
# C7H9N

One molecule with the formula C7H9N (ωB97M-V/def2-TZVPD, OMol25).

Electronic energy (eV): -8886.8825
LUMO energy (eV): -1.15
Spin multiplicity: 1

Cartesian coordinates (Å):
C: 0.7860 1.1349 1.4746
N: 0.4873 1.6839 0.1771
C: 0.0076 0.7512 -0.7874
C: 0.9053 -0.1851 -1.3476
C: 0.3854 -1.5210 -1.1998
C: -1.0577 -1.5398 -0.6441
C: -1.5127 -0.8108 0.5277
C: -1.4918 0.0977 -0.5501
H: -0.0474 0.5806 1.9199
H: 1.0016 1.9219 2.1192
H: 1.6114 0.4097 1.4217
H: 0.6908 2.6910 0.0962
H: 2.0463 -0.0872 -1.2707
H: 1.0546 -2.3514 -1.0825
H: -1.7211 -2.3656 -1.0099
H: -0.8551 -0.9409 1.3142
H: -2.2904 0.5310 -1.1588

---

How do the records compare in molar mass? In the order shown, they have 93.56, 121.18, 107.16 g mol⁻¹.
How do the records compare in strongest force on any atom? In the order shown, they have 2.79, 4.78, 4.06 eV/A.
How do the records compare in relative energy (zero: lowest compared OMol25 entry of this formula, charge and spin)? In the order shown, they have 0.660, 10.848, 8.274 eV.